(1)
{
  "formula": "C25H49CdFN3NbO3PSi",
  "method": "ωB97M-V/def2-TZVPD",
  "charge": 1,
  "homo_ev": -8.92,
  "e_lumo_ev": -6.37,
  "homo_lumo_gap_ha": 0.09367,
  "species": ["C", "C", "N", "C", "C", "Nb", "F", "C", "C", "C", "C", "C", "C", "C", "C", "Si", "C", "C", "C", "C", "C", "C", "C", "C", "C", "C", "C", "N", "O", "P", "N", "O", "C", "C", "O", "H", "H", "H", "H", "H", "H", "H", "H", "H", "H", "H", "H", "H", "H", "H", "H", "H", "H", "H", "H", "H", "H", "H", "H", "H", "H", "H", "H", "H", "H", "H", "H", "H", "H", "H", "H", "H", "H", "H", "H", "H", "H", "H", "H", "H", "H", "H", "H", "H", "Cd"],
  "positions_angstrom": [[3.1720, 3.9429, 0.5534], [4.1461, 3.2492, -0.4119], [4.8809, 2.1027, 0.1622], [3.9783, 0.9741, 0.2935], [4.3056, -0.0369, -0.8419], [2.4718, -1.2648, -1.2934], [1.4174, 0.3502, -1.4458], [1.8820, -1.7125, 0.7542], [2.0372, -3.2100, 1.1409], [0.7142, -3.9685, 1.1692], [-0.0243, -3.8728, 2.5011], [-0.5951, -2.4883, 2.7688], [-1.6840, -2.1090, 1.7567], [-2.9218, -1.5551, 2.4441], [-3.9938, -1.1753, 1.4014], [-4.4464, 0.6496, 1.4250], [-2.9894, 1.7376, 1.9154], [-5.8566, 0.9181, 2.6223], [-4.9599, 1.1460, -0.3365], [-5.2968, 0.1670, -1.2736], [-5.6837, 0.4968, -2.5656], [-5.7654, 1.8228, -2.9409], [-5.4685, 2.8211, -2.0217], [-5.0577, 2.4768, -0.7404], [0.7767, -2.3489, -2.3307], [-0.5566, -1.7893, -1.8505], [-1.3471, -1.1545, -2.9918], [-2.1669, -0.0367, -2.6777], [-1.2915, -1.5969, -4.0866], [3.4786, -0.6358, -3.6842], [5.0207, -1.1683, -3.7985], [3.5739, 0.9155, -3.8795], [5.5569, 2.3852, 1.3558], [6.2668, 3.7090, 1.4379], [5.6286, 1.6053, 2.2627], [2.1975, 4.0262, 0.0853], [3.0359, 3.4126, 1.4901], [3.4691, 4.9605, 0.7671], [3.5724, 2.8904, -1.2594], [4.8223, 3.9922, -0.8098], [4.0913, 0.4333, 1.2223], [2.9334, 1.2521, 0.1906], [4.6731, 0.5126, -1.7053], [5.1221, -0.7032, -0.5614], [3.4772, -2.7661, -1.4545], [0.8326, -1.4553, 0.8559], [2.4553, -1.1070, 1.4546], [2.4314, -3.2000, 2.1553], [2.7815, -3.7255, 0.5444], [0.0771, -3.6456, 0.3485], [0.9150, -5.0250, 1.0153], [0.6221, -4.1904, 3.3130], [-0.8650, -4.5604, 2.4623], [0.1805, -1.7289, 2.8138], [-1.0436, -2.4934, 3.7587], [-1.3283, -1.3273, 1.0886], [-2.0022, -2.9945, 1.2133], [-3.3348, -2.3173, 3.0984], [-2.6394, -0.7301, 3.0952], [-4.8780, -1.7800, 1.5703], [-3.6320, -1.4086, 0.4013], [-3.1615, 2.6857, 1.3947], [-2.0656, 1.2974, 1.5495], [-2.9266, 1.9422, 2.9779], [-6.2164, 1.9414, 2.6184], [-5.5405, 0.7204, 3.6447], [-6.6695, 0.2279, 2.4228], [-5.2517, -0.8713, -0.9852], [-5.9288, -0.2527, -3.3003], [-6.0554, 2.1196, -3.9351], [-5.5599, 3.8528, -2.3150], [-4.8540, 3.3406, -0.0954], [0.8825, -3.4155, -2.1673], [0.8598, -2.1391, -3.3904], [-1.1880, -2.5876, -1.4671], [-0.4806, -1.0578, -1.0529], [-1.7078, 0.5025, -1.9506], [-3.0464, -0.3372, -2.2644], [5.6512, -0.7816, -3.0969], [5.0566, -2.1845, -3.7489], [4.3952, 1.3069, -3.5378], [6.4910, 4.1058, 0.4573], [7.2210, 3.5253, 1.9124], [5.7097, 4.4182, 2.0349], [-2.7832, 3.9731, 0.3476]],
  "forces_ev_per_a": [[-0.2764, 0.0167, -0.3383], [-0.0358, 0.3511, -0.0001], [-1.1051, 0.4685, 0.6800], [-0.3115, -1.4199, -1.1348], [0.4819, 0.1670, -1.8785], [-4.1586, -0.6100, 4.7346], [0.7222, -0.5255, -0.5299], [0.5020, -0.6196, -0.4163], [-0.1229, 0.4044, 0.1963], [0.2819, -0.4796, 0.1497], [-0.1207, 0.5136, -0.4405], [-0.2814, -0.2071, 0.1523], [0.0479, 0.2862, 0.9780], [-0.3189, -0.1916, -0.3218], [0.2620, 0.4474, 0.3352], [-0.4770, -0.0301, -0.0793], [-0.6577, -1.0555, 0.1193], [0.3153, -0.0532, 0.1210], [0.1478, -0.0465, 0.4755], [0.0404, 0.0887, -0.0789], [-0.0571, 0.0402, -0.0932], [0.0898, 0.5383, 0.2104], [0.0232, -0.4994, -0.0679], [-0.4903, 0.5218, -0.2927], [0.9669, 0.5818, -0.4628], [0.3055, 0.4184, 0.0116], [-0.1898, 0.6233, 1.1418], [0.3084, -0.0752, 0.4327], [0.0197, -0.6788, -1.5224], [0.8683, 0.2528, -0.3244], [-0.4410, -0.3794, 0.4903], [0.0552, 0.0515, 0.3480], [0.5668, 0.7310, -0.2085], [0.3965, -0.2481, -0.4638], [-0.0566, -0.8572, 0.5789], [-0.2584, -0.0365, 0.0002], [0.0828, -0.1413, 0.1543], [0.2521, 0.1531, 0.1944], [0.0462, -0.3011, -0.2296], [0.3653, -0.0248, -0.0934], [0.2278, 0.2888, 0.3384], [-0.1195, 0.4897, 0.2357], [0.3880, 0.4436, 0.3191], [-0.0748, -0.4013, 0.0145], [0.3105, 0.1149, -0.8850], [-0.1579, 0.4281, -0.2962], [0.1696, 0.4113, -0.1484], [0.2381, -0.0989, 0.1447], [0.0913, -0.0936, -0.1880], [-0.1671, 0.0263, -0.1427], [0.0968, -0.1689, -0.2436], [0.1898, -0.0953, 0.1204], [-0.1176, -0.2358, 0.1086], [0.2023, 0.1130, 0.0296], [-0.0554, -0.0052, 0.2212], [0.0620, -0.1174, -0.4758], [0.1105, -0.0279, -0.4511], [0.0470, -0.1692, 0.2053], [0.0395, 0.2283, 0.0438], [-0.2967, -0.0485, -0.1417], [0.0835, -0.1617, -0.1416], [-0.3216, -1.7941, 1.6723], [0.2859, 0.1727, -0.0389], [0.0886, 0.0004, 0.1915], [-0.2082, 0.1664, -0.1522], [0.1884, -0.0847, 0.1548], [-0.2712, 0.0309, -0.1763], [-0.0505, -0.2395, -0.0044], [-0.0082, -0.2954, 0.0382], [-0.0964, -0.1596, -0.2054], [0.0591, 0.2324, 0.0242], [-0.4796, -0.7160, 0.0678], [0.2588, -0.1759, 0.0588], [-0.1247, -0.4001, -0.3197], [-0.0907, -0.1856, 0.1238], [0.0391, 0.0503, 0.2358], [-0.0934, 0.1081, 0.1270], [-0.2969, 0.1148, -0.3702], [0.4416, 0.1519, -0.4094], [0.1622, -0.0557, -0.0934], [0.0152, 0.4201, -0.3990], [-0.1302, 0.3097, -0.1621], [0.1036, -0.0337, 0.3310], [-0.1677, 0.1535, 0.0636], [1.6400, 3.1334, -1.9524]],
  "mulliken_charge": [-1.239, -0.626, 0.124, -1.064, -0.998, -0.453, -0.623, 0.522, -0.720, -0.185, -1.236, -0.872, 1.046, -1.440, -0.461, -0.053, -0.922, -1.235, 0.967, -0.547, -0.373, -0.481, -0.822, -0.506, -1.496, 1.068, 0.088, -0.516, -0.479, 0.646, -0.500, -0.375, 0.749, -1.295, -0.567, 0.425, 0.362, 0.324, 0.124, 0.639, 0.689, 0.491, 0.475, 0.343, 0.095, -0.392, 0.596, 0.432, 0.386, -0.098, 0.424, 0.397, 0.423, 0.356, 0.577, -0.604, 0.269, 0.287, 0.480, 0.645, 0.249, 0.318, 0.416, 0.357, 0.338, 0.382, 0.383, 0.429, 0.397, 0.403, 0.417, 0.276, 0.304, 0.725, 0.349, -0.406, 0.315, 0.194, 0.370, 0.333, 0.437, 0.360, 0.417, 0.260, -0.296]
}

---

(2)
{
  "formula": "C25H49ClN4OsSi",
  "method": "ωB97M-V/def2-TZVPD",
  "s_squared": 6.01,
  "charge": -2,
  "homo_ev": [2.88, -0.24],
  "e_lumo_ev": [4.27, 4.31],
  "multiplicity": 5,
  "homo_lumo_gap_ha": [0.05113, 0.16715],
  "species": ["Os", "Cl", "C", "C", "N", "H", "N", "H", "C", "C", "C", "H", "H", "H", "H", "H", "H", "C", "H", "H", "H", "C", "C", "H", "H", "C", "H", "C", "H", "H", "H", "H", "H", "C", "H", "C", "N", "H", "N", "H", "C", "C", "C", "H", "H", "H", "H", "H", "H", "C", "H", "H", "H", "C", "C", "H", "H", "C", "H", "C", "H", "H", "H", "H", "H", "C", "H", "C", "C", "Si", "C", "C", "H", "H", "H", "H", "H", "H", "H", "H", "H"],
  "positions_angstrom": [[0.5282, -0.5758, 0.5850], [-0.0810, 0.2676, -1.5783], [2.1502, -3.8023, 0.8501], [1.5215, -1.9295, -0.1572], [1.1738, -3.2352, 0.0652], [4.1470, -2.9836, 1.3901], [2.8499, -1.8233, 0.1631], [2.0239, -4.7466, 1.3419], [-0.1265, -3.8507, -0.3245], [0.1678, -5.2610, -0.7956], [-1.1237, -3.8986, 0.8180], [0.5421, -5.9042, 0.0106], [-0.7667, -5.6995, -1.1667], [0.8771, -5.2678, -1.6313], [-1.6922, -3.5842, -1.7370], [-0.1538, -2.9498, -2.3231], [-1.4943, -2.8942, 1.0522], [-0.7782, -3.0574, -1.4391], [-0.6939, -4.3349, 1.7262], [-1.9838, -4.5047, 0.4808], [-1.0701, -2.0636, -1.0918], [3.2079, -2.9427, 0.8816], [3.9427, 0.0903, 1.3254], [4.5362, -0.5693, 1.9622], [4.5180, 1.0112, 1.1313], [3.6269, -0.5384, -0.0115], [3.0466, 1.4820, -0.6086], [4.8993, -0.8846, -0.7720], [4.6833, -1.3165, -1.7557], [3.0170, 0.3605, 1.8620], [1.6981, 0.5562, -0.2417], [5.5187, -1.5823, -0.1955], [5.4808, 0.0326, -0.9204], [2.7219, 0.4462, -0.7160], [2.5251, 0.2401, -1.7599], [-3.5336, 3.2518, -0.9169], [-3.0383, 2.1001, -0.3362], [-2.4993, 5.2036, -1.1252], [-1.4849, 3.5677, -0.1694], [-4.5010, 3.2940, -1.3482], [-3.5408, 0.6868, -0.3416], [-4.8998, 0.6304, 0.3351], [-3.6437, 0.2114, -1.7691], [-5.6217, 1.2807, -0.1761], [-5.2771, -0.3942, 0.2847], [-4.8646, 0.9214, 1.3944], [-2.6620, -1.2482, 0.2071], [-2.6820, -0.0712, 1.4962], [-2.6391, 0.1511, -2.1972], [-2.5244, -0.1789, 0.4221], [-4.2612, 0.9134, -2.3386], [-4.1092, -0.7793, -1.7666], [-1.4086, 0.1004, 0.2607], [-2.5490, 4.1904, -0.8119], [0.6923, 3.7268, -1.2851], [0.2564, 4.3359, -2.0792], [1.7423, 4.0066, -1.1415], [-0.0402, 3.9271, 0.0209], [1.6714, 3.0313, 0.9972], [0.0261, 5.3517, 0.5243], [-0.5150, 5.4606, 1.4743], [0.6277, 2.6686, -1.5703], [0.3739, 1.8323, 0.5970], [-0.4081, 6.0394, -0.2146], [1.0705, 5.6218, 0.6871], [0.5775, 2.8897, 0.9533], [0.2298, 2.9640, 1.9867], [-1.9611, 2.4480, 0.3173], [-0.6978, -1.6932, 3.4771], [-0.1475, -0.0443, 2.7690], [-1.5255, 1.2337, 3.2039], [1.3147, 0.6188, 3.7453], [-1.7180, -1.9577, 3.1712], [-0.6637, -1.5839, 4.5702], [-0.0097, -2.4942, 3.1783], [-1.6038, 1.2167, 4.3011], [-1.2794, 2.2528, 2.8900], [-2.5288, 1.0258, 2.8148], [0.9229, 0.8265, 4.7524], [2.0895, -0.1555, 3.8055], [1.7316, 1.5409, 3.3204]],
  "forces_ev_per_a": [[-2.7867, 1.9592, 0.9878], [-1.0826, 0.8262, -2.4549], [0.8872, -0.0340, 0.0157], [1.2705, -2.8215, -1.5993], [-0.1894, -0.4111, -0.0821], [0.2421, -0.3563, 0.1663], [0.4623, 0.6436, -0.1518], [0.1763, -0.2516, -0.0641], [0.7449, 0.1215, 0.0246], [-0.2242, -0.5208, -0.2689], [-0.3807, -0.0608, 0.2852], [0.0044, 0.1156, -0.1693], [0.1438, -0.0598, 0.1019], [0.0334, 0.0444, 0.2104], [0.0699, -0.0594, 0.0370], [0.1911, 0.0582, 0.0186], [0.1994, -0.1514, 0.0520], [-0.3933, 0.1508, -0.2128], [-0.1107, -0.0233, -0.1139], [0.2829, 0.1539, 0.2896], [0.1888, -0.1819, -0.2331], [-0.2031, -0.4712, 0.3923], [0.2258, 0.3098, 0.6349], [0.0313, 0.0049, 0.0518], [-0.0896, -0.2611, 0.1945], [-0.7619, -1.0591, 0.1868], [0.6599, 0.0053, -0.1154], [0.1985, 0.3494, -0.1518], [-0.0465, 0.0014, 0.2364], [0.3795, -0.1736, -0.3062], [1.6424, 0.5119, -0.3843], [-0.1357, 0.0503, -0.1320], [0.0309, -0.0881, -0.0289], [-0.1251, 0.6649, -0.1538], [0.0127, -0.1985, -0.1130], [0.3148, 0.3619, -0.7898], [-1.5151, 0.4955, 0.3743], [-0.1958, 0.5361, -0.4328], [-0.7531, 1.2597, 0.5229], [-0.5544, 0.2634, -0.4626], [0.4979, 0.4316, 0.7319], [-0.4060, -0.0090, 0.2212], [0.0189, 0.1549, -0.3039], [0.0447, -0.0661, 0.0301], [-0.0394, 0.0296, 0.0238], [0.1652, 0.0096, -0.2826], [-0.1450, 0.2983, -0.3014], [-0.0219, -0.0786, -0.3304], [-0.1715, -0.0027, -0.0687], [0.5222, -0.0765, 0.5080], [-0.0122, -0.1655, -0.1904], [0.0627, 0.1062, -0.1527], [-2.4913, -0.1418, 0.0558], [0.0213, -0.1693, -0.8197], [-0.0562, 0.1495, -0.5794], [0.0622, 0.0873, -0.1557], [-0.1098, -0.0115, -0.1254], [-0.7091, -0.4602, 0.3578], [-0.2190, 0.1119, -0.2130], [0.0751, 0.2198, 0.1802], [0.1002, -0.0532, -0.2170], [0.0307, 0.2751, -0.0195], [0.1365, 1.4643, 0.5233], [0.1106, -0.0238, 0.1511], [0.0030, 0.1383, -0.0059], [0.2560, -0.3122, 0.4161], [-0.1030, 0.0066, -0.2329], [3.5497, -3.8579, 1.2029], [-0.0210, -0.0683, 1.0414], [-0.0568, 0.7008, -0.6354], [-0.0692, -0.1219, 0.7112], [-0.1661, -0.0803, 1.0366], [0.1658, 0.0277, 0.0778], [-0.2264, -0.4003, 0.1505], [-0.1773, 0.1965, 0.1059], [-0.0504, 0.1149, 0.1354], [-0.0380, -0.3301, 0.1109], [0.3278, 0.0861, 0.1775], [0.4409, 0.1360, 0.1913], [-0.0294, 0.2028, 0.0760], [-0.1177, -0.2229, 0.0549]],
  "mulliken_spin": [5.135, -0.037, -0.125, 0.013, 0.666, 0.017, 0.165, -0.226, -3.418, 1.602, 0.515, -0.060, -0.170, 0.137, 0.084, -0.063, -0.080, 0.400, -0.075, 0.140, -0.009, -0.134, 0.167, 0.139, -0.033, -1.251, -0.022, 0.566, 0.047, -0.025, -0.062, 0.018, -0.058, 0.261, 0.038, 0.010, 0.003, -0.001, 0.024, 0.002, -0.044, 0.045, 0.031, 0.000, 0.014, -0.005, -0.024, -0.010, 0.027, -0.072, -0.022, 0.022, 0.028, -0.008, -0.031, 0.006, 0.003, 0.025, 0.008, 0.002, 0.032, 0.010, 0.039, -0.024, 0.016, -0.210, 0.007, -0.028, -0.182, -0.017, 0.000, 0.031, -0.060, 0.002, 0.087, 0.005, -0.019, -0.005, 0.001, 0.030, -0.011]
}

---

| no. | electronic energy (eV) |
| --- | --- |
| 1 | -63320.193 |
| 2 | -55540.211 |